Entry 1:
Density functional theory data (ωB97M-V/def2-TZVPD) for a structure of composition C27H35MgN5O3P2.

Cartesian coordinates (Å):
1 Mg -1.740 -5.513 0.748
2 C 0.065 -5.500 -0.866
3 C 0.423 -4.557 0.039
4 C 0.263 -3.060 -0.161
5 C -1.063 -2.426 0.352
6 C -2.324 -3.207 0.091
7 C -2.566 -3.943 -1.016
8 C -1.649 -4.051 -2.204
9 C -0.602 -5.207 -2.189
10 C -3.619 -5.731 1.646
11 H 0.402 -6.541 -0.769
12 H 1.030 -4.821 0.915
13 H 0.410 -2.756 -1.208
14 H 1.073 -2.582 0.411
15 H -0.972 -2.265 1.435
16 H -1.142 -1.417 -0.091
17 H -3.106 -3.082 0.855
18 H -3.521 -4.472 -1.131
19 H -1.121 -3.107 -2.395
20 H -2.294 -4.245 -3.072
21 H -1.094 -6.128 -2.533
22 H 0.143 -4.971 -2.971
23 H -3.983 -6.746 1.752
24 H -4.325 -5.142 1.072
25 H -3.406 -5.320 2.628
26 P -0.562 3.314 0.529
27 P 2.173 2.078 0.730
28 N -1.799 3.417 -0.725
29 N -1.182 4.702 1.503
30 N 2.679 1.491 -0.884
31 N 3.795 2.033 1.441
32 C 0.785 4.212 -0.372
33 C 2.126 3.884 0.318
34 C -2.294 2.232 -1.287
35 C -2.991 2.544 -2.453
36 C -2.926 3.970 -2.613
37 C -2.186 4.474 -1.549
38 C -1.771 4.485 2.753
39 C -2.101 5.716 3.325
40 C -1.668 6.730 2.411
41 C -1.100 6.079 1.319
42 C 2.301 0.221 -1.330
43 C 2.764 0.036 -2.635
44 C 3.412 1.251 -3.021
45 C 3.325 2.124 -1.941
46 C 5.046 2.405 0.940
47 C 5.940 2.525 2.000
48 C 5.213 2.239 3.208
49 C 3.903 1.943 2.836
50 H 0.634 5.299 -0.416
51 H 0.753 3.832 -1.405
52 H 2.979 4.224 -0.290
53 H 2.201 4.376 1.302
54 H -2.090 1.297 -0.806
55 H -3.462 1.843 -3.113
56 H -3.357 4.530 -3.433
57 H -1.912 5.491 -1.315
58 H -1.890 3.481 3.117
59 H -2.602 5.870 4.263
60 H -1.780 7.797 2.537
61 H -0.629 6.497 0.444
62 H 1.744 -0.427 -0.679
63 H 2.668 -0.859 -3.223
64 H 3.898 1.442 -3.969
65 H 3.662 3.145 -1.855
66 H 5.210 2.541 -0.115
67 H 6.983 2.804 1.947
68 H 5.592 2.267 4.211
69 H 3.041 1.690 3.416
70 O -3.291 -9.076 0.077
71 N -2.475 -8.636 0.898
72 O -2.329 -9.157 2.009
73 O -1.708 -7.583 0.557

Computed properties:
Strongest force on any atom = 3.53 eV/Å
E_tot = -2431.933911 hartree
Molar mass = 563.86 g mol⁻¹
Charge = 0
Orbital gap = 6.86 eV

Entry 2:
Density functional theory data (ωB97M-V/def2-TZVPD) for a structure of composition C27H35N3O3PPt.

Cartesian coordinates (Å):
1 Pt -0.130 -0.089 -0.056
2 O 0.306 0.847 3.868
3 C 0.005 0.801 2.704
4 N -0.245 -0.311 1.938
5 C -0.354 -1.577 2.456
6 O -0.510 -1.900 3.604
7 C -0.233 -2.606 1.357
8 C -0.239 -3.943 1.688
9 C -0.036 -4.890 0.697
10 C 0.174 -4.440 -0.595
11 C 0.152 -3.082 -0.850
12 N -0.060 -2.161 0.092
13 C -0.161 2.061 1.880
14 C -0.202 3.271 2.536
15 C -0.427 4.429 1.811
16 C -0.591 4.311 0.443
17 C -0.516 3.064 -0.151
18 N -0.310 1.935 0.537
19 H -0.391 -4.196 2.729
20 H -0.028 -5.946 0.928
21 H 0.355 -5.122 -1.414
22 H 0.304 -2.716 -1.845
23 H -0.067 3.261 3.609
24 H -0.476 5.392 2.299
25 H -0.773 5.172 -0.184
26 H -0.630 2.978 -1.213
27 C -0.917 -0.440 -5.030
28 C -0.518 -1.064 -3.682
29 C -1.799 -1.740 -3.156
30 C 0.593 -2.080 -4.008
31 P -0.007 0.259 -2.415
32 C -1.305 1.487 -2.802
33 C -2.550 1.301 -2.200
34 C -3.600 2.170 -2.455
35 C -3.417 3.251 -3.306
36 C -2.183 3.447 -3.912
37 C -1.139 2.566 -3.670
38 C 1.710 0.906 -2.858
39 C 2.720 -0.128 -2.330
40 C 1.965 2.220 -2.108
41 C 2.019 1.149 -4.341
42 H -1.162 -1.261 -5.708
43 H -0.117 0.137 -5.492
44 H -1.799 0.191 -4.947
45 H -2.017 -2.612 -3.776
46 H -2.644 -1.058 -3.247
47 H -1.759 -2.060 -2.117
48 H 0.137 -2.955 -4.477
49 H 1.199 -2.418 -3.172
50 H 1.292 -1.666 -4.731
51 H -2.693 0.483 -1.502
52 H -4.557 2.009 -1.977
53 H -4.231 3.936 -3.498
54 H -2.033 4.285 -4.580
55 H -0.193 2.743 -4.157
56 H 2.522 -0.424 -1.299
57 H 3.713 0.326 -2.360
58 H 2.761 -1.021 -2.953
59 H 1.831 2.110 -1.033
60 H 1.341 3.039 -2.468
61 H 3.006 2.504 -2.275
62 H 1.982 0.242 -4.937
63 H 3.044 1.522 -4.400
64 H 1.385 1.895 -4.814
65 C 3.531 0.575 1.502
66 O 2.822 -0.550 0.984
67 H 3.563 1.319 0.707
68 H 4.556 0.316 1.773
69 H 3.027 1.004 2.371
70 H 2.786 -1.223 1.671

Computed properties:
Strongest force on any atom = 0.47 eV/Å
E_tot = -1900.387996 hartree
Molar mass = 675.65 g mol⁻¹
Charge = +1
Orbital gap = 8.85 eV

Entry 3:
Density functional theory data (ωB97M-V/def2-TZVPD) for an isolated molecule of C27H35N3O5.

Cartesian coordinates (Å):
1 C 0.528 6.489 0.583
2 C 0.444 5.041 0.951
3 C 1.584 4.249 0.998
4 C 1.498 2.901 1.284
5 C 0.265 2.300 1.523
6 C 0.248 0.798 1.789
7 C -1.154 0.148 1.824
8 O -2.065 0.641 2.458
9 N -1.266 -1.001 1.138
10 C -2.466 -1.814 1.163
11 C -2.804 -2.267 -0.257
12 C -4.044 -3.156 -0.256
13 C -3.832 -4.367 0.646
14 C -3.505 -3.917 2.066
15 C -2.266 -3.028 2.074
16 N 1.191 0.113 0.917
17 C 2.253 -0.656 1.535
18 C 1.766 -2.042 2.012
19 C 2.947 -2.956 2.350
20 C 3.293 -3.574 0.988
21 C 2.018 -3.363 0.150
22 O 1.067 -2.724 0.992
23 C 1.154 0.148 -0.437
24 O 1.997 -0.407 -1.123
25 C -0.003 0.884 -1.100
26 N 0.288 1.068 -2.497
27 C 0.332 2.309 -3.042
28 O -0.059 3.311 -2.472
29 C 0.845 2.337 -4.422
30 C 0.982 3.396 -5.281
31 C 1.529 2.871 -6.471
32 C 1.686 1.535 -6.251
33 O 1.278 1.201 -5.021
34 C -0.872 3.095 1.510
35 C -0.779 4.445 1.226
36 H 1.498 6.905 0.845
37 H 0.392 6.592 -0.494
38 H -0.252 7.063 1.078
39 H 2.550 4.690 0.800
40 H 2.401 2.308 1.302
41 H 0.622 0.662 2.815
42 H -0.440 -1.471 0.787
43 H -3.267 -1.182 1.560
44 H -2.971 -1.394 -0.891
45 H -1.954 -2.823 -0.660
46 H -4.265 -3.481 -1.275
47 H -4.900 -2.581 0.105
48 H -4.730 -4.989 0.650
49 H -3.008 -4.969 0.257
50 H -4.351 -3.359 2.473
51 H -3.338 -4.787 2.705
52 H -2.057 -2.684 3.089
53 H -1.399 -3.591 1.719
54 H 3.029 -0.789 0.778
55 H 2.665 -0.106 2.385
56 H 1.063 -1.922 2.844
57 H 3.778 -2.409 2.788
58 H 2.624 -3.726 3.050
59 H 3.542 -4.629 1.080
60 H 4.138 -3.063 0.529
61 H 1.567 -4.301 -0.182
62 H 2.216 -2.732 -0.723
63 H -0.918 0.292 -0.975
64 H -0.165 1.874 -0.668
65 H 0.816 0.324 -2.934
66 H 0.718 4.412 -5.071
67 H 1.771 3.409 -7.364
68 H 2.064 0.747 -6.873
69 H -1.836 2.661 1.720
70 H -1.678 5.042 1.206

Computed properties:
Strongest force on any atom = 1.31 eV/Å
E_tot = -1590.381468 hartree
Molar mass = 481.59 g mol⁻¹
Charge = 0
Orbital gap = 9.26 eV

Entry 4:
Density functional theory data (ωB97M-V/def2-TZVPD) for a structure of composition C27H35N4O6PRh.

Cartesian coordinates (Å):
1 O -3.491 -2.510 -4.265
2 H -4.162 -2.602 -4.964
3 Rh -0.226 -0.011 -1.137
4 N 1.623 -0.359 -1.693
5 N -0.316 -1.945 -1.436
6 N -0.210 1.949 -1.437
7 N -2.134 0.449 -1.319
8 O 2.456 0.533 -2.109
9 O 0.951 2.653 -1.496
10 O -3.078 -0.503 -1.444
11 O -1.399 -2.591 -1.662
12 C 0.895 -2.563 -1.461
13 C 1.990 -1.659 -1.548
14 C -1.355 2.614 -1.245
15 C -2.495 1.733 -1.237
16 C 3.435 -1.995 -1.524
17 H 3.924 -1.528 -0.657
18 H 3.941 -1.632 -2.430
19 H 3.575 -3.076 -1.433
20 C 0.971 -4.048 -1.433
21 H 0.418 -4.508 -2.259
22 H 0.553 -4.441 -0.499
23 H 2.013 -4.361 -1.497
24 C -1.390 4.079 -0.995
25 C -3.895 2.199 -1.054
26 H -0.478 4.547 -1.388
27 H -1.445 4.328 0.081
28 H -2.266 4.537 -1.470
29 H -4.576 1.353 -0.900
30 H -4.243 2.769 -1.928
31 H -3.962 2.862 -0.179
32 H 1.646 1.956 -1.781
33 H -2.538 -1.353 -1.638
34 C -2.428 -1.727 -4.802
35 H -1.503 -2.143 -4.402
36 H -2.530 -0.687 -4.477
37 H -2.372 -1.756 -5.900
38 O 0.315 0.818 -4.672
39 H 0.065 1.584 -4.124
40 H 1.282 0.781 -4.524
41 C 4.837 -0.294 1.995
42 C 3.969 -1.349 2.293
43 C 2.621 -1.265 1.937
44 C 2.099 -0.102 1.350
45 C 3.008 0.879 0.923
46 C 4.358 0.803 1.276
47 P 0.288 0.011 0.996
48 C -0.331 -1.084 2.322
49 C -0.932 -2.319 2.049
50 C -1.165 -3.221 3.094
51 C -0.872 -2.872 4.414
52 C -0.361 -1.603 4.703
53 C -0.104 -0.713 3.661
54 C -0.359 1.575 1.716
55 C -1.724 1.620 2.026
56 C -2.286 2.776 2.563
57 C -1.479 3.884 2.827
58 C -0.125 3.852 2.499
59 C 0.436 2.700 1.939
60 H 5.883 -0.337 2.311
61 H 4.331 -2.231 2.822
62 H 1.960 -2.101 2.160
63 H 2.666 1.735 0.345
64 H 5.030 1.618 0.994
65 H -1.221 -2.576 1.030
66 H -1.576 -4.206 2.866
67 H -1.039 -3.586 5.220
68 H -0.157 -1.303 5.733
69 H 0.278 0.280 3.899
70 H -2.342 0.733 1.877
71 H -3.350 2.789 2.798
72 H -1.913 4.770 3.296
73 H 0.515 4.715 2.689
74 H 1.498 2.675 1.711

Computed properties:
Strongest force on any atom = 4.55 eV/Å
E_tot = -2171.729355 hartree
Multiplicity = 5
Molar mass = 645.48 g mol⁻¹
Charge = +1
Orbital gap (spin up / spin down) = 5.63 / 6.01 eV

Entry 5:
Density functional theory data (ωB97M-V/def2-TZVPD) for a structure of composition C27H35N6OPSV.

Cartesian coordinates (Å):
1 V 0.713 0.427 0.364
2 N 2.667 0.784 1.519
3 C 3.906 1.616 1.386
4 C 3.557 3.099 1.253
5 C 2.999 3.670 -0.060
6 C 1.518 3.363 -0.308
7 N 1.211 2.026 -0.922
8 H 2.449 0.769 2.510
9 H 2.898 -0.154 1.225
10 H 4.544 1.199 0.583
11 H 4.512 1.445 2.297
12 H 4.415 3.669 1.598
13 H 2.794 3.281 2.013
14 H 3.667 3.488 -0.947
15 H 3.007 4.734 0.082
16 H 1.033 4.109 -0.920
17 H 0.988 3.374 0.667
18 H 2.100 1.718 -1.372
19 H 0.594 2.203 -1.699
20 O 1.395 -1.212 2.897
21 N 0.372 -1.298 1.920
22 C -0.262 -2.403 1.822
23 C -1.243 -2.775 0.735
24 C -1.436 -4.162 0.598
25 C -2.350 -4.642 -0.349
26 C -3.042 -3.763 -1.179
27 C -2.905 -2.404 -1.005
28 C -2.038 -1.908 -0.030
29 P -1.889 -0.162 0.221
30 C -2.395 0.313 1.876
31 C -3.515 -0.198 2.535
32 C -3.974 0.481 3.666
33 C -3.318 1.586 4.172
34 C -2.112 1.976 3.584
35 C -1.676 1.391 2.426
36 C -2.970 0.676 -0.955
37 C -2.301 1.219 -2.041
38 C -2.977 1.977 -2.948
39 C -4.332 2.182 -2.786
40 C -4.958 1.682 -1.649
41 C -4.316 0.934 -0.730
42 H 1.083 -1.443 3.783
43 H 0.031 -3.240 2.455
44 H -0.940 -4.888 1.211
45 H -2.545 -5.714 -0.413
46 H -3.703 -4.134 -1.944
47 H -3.554 -1.684 -1.466
48 H -4.096 -1.056 2.192
49 H -4.841 0.119 4.140
50 H -3.794 2.168 4.970
51 H -1.549 2.851 3.944
52 H -0.807 1.847 1.901
53 H -1.229 1.095 -2.094
54 H -2.463 2.422 -3.822
55 H -4.862 2.684 -3.575
56 H -5.984 2.012 -1.529
57 H -4.697 0.615 0.215
58 C 5.663 -1.911 -2.370
59 C 4.621 -2.635 -1.511
60 C 3.239 -2.066 -1.631
61 N 2.656 -1.256 -0.800
62 N 1.390 -0.903 -1.217
63 C 0.993 -1.410 -2.340
64 N -0.178 -1.141 -2.933
65 S 2.217 -2.478 -2.977
66 H 6.708 -2.075 -2.007
67 H 5.434 -0.841 -2.366
68 H 5.724 -2.198 -3.416
69 H 4.929 -2.613 -0.472
70 H 4.556 -3.695 -1.769
71 H -0.992 -1.176 -2.364
72 H -0.341 -1.564 -3.845

Computed properties:
Strongest force on any atom = 2.72 eV/Å
E_tot = -3136.680676 hartree
Multiplicity = 4
Molar mass = 573.60 g mol⁻¹
Charge = +2
Orbital gap (spin up / spin down) = 8.17 / 8.22 eV

Entry 6:
Density functional theory data (ωB97M-V/def2-TZVPD) for an isolated molecule of C27H35N7O2.

Cartesian coordinates (Å):
1 C -5.770 -1.384 0.880
2 O -4.628 -0.647 1.239
3 C -4.304 0.452 0.488
4 C -4.984 0.865 -0.648
5 C -4.519 1.985 -1.321
6 C -3.404 2.672 -0.898
7 C -2.693 2.257 0.238
8 N -1.600 2.991 0.681
9 C -0.911 2.617 1.898
10 C 0.127 1.523 1.634
11 N 1.072 1.977 0.629
12 C 2.392 1.776 0.852
13 O 2.785 1.336 1.917
14 C 3.365 2.118 -0.280
15 C 4.791 2.246 0.286
16 C 5.816 1.530 -0.586
17 C 5.481 0.041 -0.659
18 N 4.053 -0.156 -0.828
19 C 3.432 -1.156 -0.173
20 N 4.192 -2.026 0.507
21 C 3.628 -3.027 1.156
22 N 2.349 -3.338 1.234
23 C 1.587 -2.495 0.535
24 C 2.040 -1.388 -0.199
25 N 0.961 -0.787 -0.807
26 C -0.081 -1.491 -0.452
27 N 0.234 -2.534 0.372
28 C -0.655 -3.497 0.960
29 C -1.403 -4.316 -0.091
30 C -2.545 -3.549 -0.758
31 C -2.088 -2.402 -1.659
32 C -1.475 -1.226 -0.889
33 C 3.317 0.975 -1.321
34 C 0.427 2.404 -0.591
35 C -0.633 3.477 -0.278
36 C -3.178 1.145 0.924
37 H -5.671 -1.819 -0.121
38 H -6.675 -0.770 0.920
39 H -5.848 -2.186 1.614
40 H -5.856 0.347 -1.010
41 H -5.050 2.328 -2.197
42 H -3.099 3.552 -1.441
43 H -0.399 3.511 2.269
44 H -1.627 2.301 2.655
45 H -0.369 0.617 1.268
46 H 0.691 1.286 2.537
47 H 3.067 3.054 -0.758
48 H 4.799 1.790 1.279
49 H 5.058 3.298 0.396
50 H 6.812 1.648 -0.158
51 H 5.835 1.972 -1.585
52 H 6.013 -0.434 -1.493
53 H 5.772 -0.467 0.263
54 H 4.308 -3.678 1.692
55 H -1.372 -2.982 1.610
56 H -0.025 -4.148 1.572
57 H -0.694 -4.659 -0.848
58 H -1.817 -5.198 0.402
59 H -3.209 -3.154 0.015
60 H -3.123 -4.252 -1.363
61 H -2.957 -2.027 -2.205
62 H -1.369 -2.770 -2.394
63 H -2.099 -1.009 -0.019
64 H -1.463 -0.340 -1.525
65 H 3.773 1.308 -2.259
66 H 2.291 0.665 -1.518
67 H -0.062 1.538 -1.055
68 H 1.150 2.811 -1.294
69 H -0.143 4.357 0.152
70 H -1.119 3.773 -1.205
71 H -2.700 0.767 1.813

Computed properties:
Strongest force on any atom = 1.11 eV/Å
E_tot = -1583.703228 hartree
Molar mass = 489.62 g mol⁻¹
Charge = 0
Orbital gap = 8.28 eV